Formula: C4H4N2
Source: the OMol25 dataset
Level of theory: the ωB97M-V functional and the def2-TZVPD basis

Each line ends with the Mulliken charge.
Positions of all 10 atoms, in Å:
C (-0.7642, 1.0488, 0.3585)  -0.121
C (0.2834, 0.8225, 1.1525)  -0.362
N (1.1660, 0.6401, -0.0420)  -0.176
C (1.0695, -0.6606, -0.6372)  -0.156
C (-0.0137, -0.3670, -1.3561)  -0.243
N (-0.1465, 0.9941, -0.8922)  -0.265
H (-1.8262, 1.1095, 0.5291)  0.360
H (0.5912, 1.1395, 2.0716)  0.364
H (1.4609, -1.5165, -0.1984)  0.343
H (-0.4651, -0.7154, -2.3938)  0.257

Cartesian forces (eV/Å) of the 6 atoms listed first:
-1.21 -0.08 1.96
-0.52 0.14 -3.52
-1.19 1.09 -0.13
-1.52 0.94 0.25
-0.64 -0.97 -3.82
2.46 -0.81 0.16

Values from the calculation:
E_HOMO   -9.16 eV
HOMO-LUMO gap   10.146 eV
DFT total energy   -7187.3914 eV

Formula: C28H81F3N13O13
Source: the OMol25 dataset
Level of theory: the ωB97M-V functional and the def2-TZVPD basis

Each line ends with the Mulliken charge.
Positions of all 138 atoms, in Å:
C (8.4074, 11.8777, 20.3735)  -0.118
O (9.4592, 11.7395, 21.4069)  1.580
O (8.3455, 13.2668, 20.1674)  0.193
C (8.7758, 10.9119, 19.2048)  -0.280
F (8.8087, 9.6167, 19.4747)  -0.232
F (7.7761, 10.9910, 18.3178)  -0.267
F (9.8585, 11.3009, 18.4959)  -0.051
C (8.9886, 11.8073, 22.7507)  0.175
C (10.2791, 11.7331, 23.4861)  -1.401
H (10.9364, 12.5529, 23.1960)  0.284
H (10.0736, 11.9648, 24.5311)  0.590
H (10.8177, 10.7859, 23.5146)  0.092
H (8.3190, 11.0123, 23.0789)  0.220
H (8.4748, 12.7401, 22.9830)  0.053
H (7.4038, 11.5918, 20.6885)  -0.110
C (9.4436, 13.5803, 16.2904)  0.744
O (10.5547, 13.5199, 16.7891)  -0.641
N (9.1495, 13.8551, 15.0231)  -0.495
N (8.3766, 13.7151, 16.9863)  -0.092
H (9.9262, 13.9505, 14.3844)  0.270
H (8.2241, 13.6025, 14.7071)  0.174
H (7.4174, 13.7341, 16.6707)  0.229
H (8.4274, 13.4958, 17.9709)  -0.280
C (13.4159, 10.1587, 17.6079)  0.630
O (14.3969, 9.4640, 17.7373)  -0.747
N (12.3923, 10.1897, 18.4119)  -0.120
N (13.2811, 11.0677, 16.7290)  -0.331
H (12.3490, 9.5409, 19.1848)  0.036
H (11.6358, 10.8444, 18.2734)  0.164
H (12.3990, 11.5588, 16.6991)  0.201
H (14.0664, 11.4256, 16.2042)  0.204
C (12.1531, 9.0800, 21.9641)  0.518
O (13.1049, 8.4322, 22.3763)  -0.742
N (12.2544, 10.3391, 21.7340)  0.389
N (10.9392, 8.7197, 21.8014)  0.287
H (13.1766, 10.7511, 21.7276)  0.134
H (11.4323, 10.8672, 21.4782)  -0.640
H (10.5508, 7.8540, 22.1477)  0.174
H (10.3094, 9.4868, 21.6140)  -0.188
C (10.4633, 16.2024, 20.2419)  0.457
O (11.0930, 17.2232, 20.1075)  -0.768
N (10.3416, 15.3307, 19.3315)  -0.045
N (9.7695, 15.8676, 21.3581)  -0.285
H (10.9386, 15.4988, 18.5344)  0.182
H (9.8519, 14.4616, 19.4896)  -0.246
H (9.9317, 16.4892, 22.1375)  0.193
H (9.3034, 14.9725, 21.3989)  0.362
C (0.9419, 11.4652, 20.0857)  -1.339
C (1.1306, 9.9369, 20.0074)  0.404
C (2.6218, 9.6354, 19.7198)  -0.837
O (3.3284, 10.0743, 20.9267)  -0.331
C (4.7242, 10.2888, 20.6941)  -0.931
N (0.5979, 9.2141, 21.1026)  -0.752
H (1.2440, 11.8342, 19.1056)  0.391
H (1.4600, 12.0392, 20.8540)  0.257
H (-0.1115, 11.6278, 20.3135)  0.447
H (0.5739, 9.4493, 19.2071)  0.255
H (2.8806, 10.1548, 18.7972)  0.401
H (2.7899, 8.5671, 19.5835)  0.368
H (4.8930, 11.1074, 19.9944)  0.381
H (5.3485, 9.4645, 20.3492)  0.347
H (5.2954, 10.6213, 21.5608)  0.267
H (1.3486, 9.0285, 21.7523)  0.320
H (0.0126, 9.8357, 21.6421)  0.263
C (5.4381, 13.7968, 24.5280)  -1.431
C (5.4558, 14.0221, 23.0054)  1.989
C (4.3461, 14.8366, 22.3478)  -1.085
O (3.0884, 14.1477, 22.2564)  -0.227
C (2.0594, 14.7941, 21.6255)  -0.817
N (6.6331, 14.7380, 22.5865)  -0.763
H (5.7872, 14.6413, 25.1221)  0.370
H (6.1438, 13.0026, 24.7715)  0.078
H (4.4521, 13.5458, 24.9192)  0.349
H (5.5784, 13.0919, 22.4506)  -0.480
H (4.5933, 15.1879, 21.3460)  0.451
H (4.1901, 15.7502, 22.9216)  0.367
H (2.3809, 15.1429, 20.6442)  0.328
H (1.8659, 15.6532, 22.2678)  0.341
H (1.1911, 14.1378, 21.5678)  0.240
H (7.2888, 14.0410, 22.2634)  -0.258
H (6.2087, 15.2328, 21.8151)  0.242
C (7.4021, 7.1843, 21.5649)  -1.123
C (7.8301, 5.7154, 21.8146)  0.539
C (8.7324, 5.5168, 23.0648)  -0.926
O (9.9725, 6.2182, 22.8187)  -0.547
C (10.9061, 5.9988, 23.8674)  -0.655
N (6.5467, 5.0484, 22.1438)  -0.741
H (8.2879, 7.7545, 21.2849)  0.022
H (6.8037, 7.5920, 22.3796)  0.470
H (6.7262, 7.1224, 20.7120)  0.405
H (8.4187, 5.2706, 21.0122)  0.260
H (9.0653, 4.4830, 23.1573)  0.375
H (8.3897, 5.9378, 24.0100)  0.299
H (11.2138, 4.9563, 23.7863)  0.368
H (10.5611, 6.3020, 24.8559)  0.339
H (11.6798, 6.6903, 23.5338)  0.077
H (5.9272, 5.5068, 22.7967)  0.262
H (6.8469, 4.1996, 22.6016)  0.287
C (15.0586, 8.8723, 27.1045)  -1.464
C (14.1003, 8.7390, 25.9150)  0.377
C (13.6655, 10.1101, 25.4921)  0.044
O (12.8477, 10.6590, 26.5508)  -0.347
C (12.8207, 12.0989, 26.4035)  -0.764
N (14.8362, 7.9118, 24.9985)  -0.732
H (14.6680, 9.5237, 27.8863)  0.296
H (15.9905, 9.3238, 26.7643)  0.346
H (15.4403, 7.9248, 27.4850)  0.380
H (13.1887, 8.1653, 26.0820)  0.309
H (12.9515, 10.0291, 24.6724)  -0.227
H (14.5650, 10.6474, 25.1916)  0.291
H (13.8049, 12.4478, 26.7162)  0.356
H (12.0790, 12.5733, 27.0460)  0.245
H (12.7292, 12.3332, 25.3429)  0.282
H (15.5168, 8.4815, 24.5163)  0.292
H (14.1209, 7.6328, 24.3423)  0.280
C (3.7232, 9.6668, 28.3996)  -1.453
C (5.1641, 10.2630, 28.4392)  0.595
C (5.3863, 11.0743, 27.2034)  -0.887
O (6.7067, 11.5132, 27.0933)  -0.358
C (7.7068, 10.7729, 26.4530)  -0.487
N (5.5122, 11.0418, 29.6945)  -0.750
H (3.6708, 8.7763, 29.0260)  0.357
H (3.4913, 9.2548, 27.4175)  0.367
H (2.8806, 10.3033, 28.6695)  0.346
H (5.9097, 9.4955, 28.2315)  0.299
H (4.6853, 11.9071, 27.2593)  0.359
H (5.1647, 10.5355, 26.2821)  0.353
H (7.7171, 11.0172, 25.3908)  -0.020
H (7.6615, 9.6845, 26.4932)  0.403
H (8.6564, 11.2243, 26.7403)  0.245
H (6.4452, 11.4240, 29.6356)  0.336
H (4.9827, 11.9011, 29.6573)  0.284
O (6.5585, 15.4177, 19.6796)  -0.753
H (6.7620, 15.8530, 18.8518)  0.298
H (7.1856, 14.6963, 19.7319)  0.307
O (11.8265, 13.0032, 20.4090)  -0.622
H (10.8907, 12.8108, 20.3504)  -0.310
H (12.0198, 13.4995, 19.6137)  0.353

Cartesian forces (eV/Å) of the 6 atoms listed first:
1.01 3.53 1.20
-2.01 -1.77 -1.15
0.26 -2.44 -1.33
-0.90 1.63 -0.81
1.02 -0.46 0.95
-1.05 0.44 -0.67

Values from the calculation:
E_HOMO   -6.79 eV
HOMO-LUMO gap   8.621 eV
DFT total energy   -84490.7416 eV
Total charge   -1

Formula: C4H9NO
Source: the OMol25 dataset
Level of theory: the ωB97M-V functional and the def2-TZVPD basis

Each line ends with the Mulliken charge.
Positions of all 15 atoms, in Å:
C (1.6975, 0.4589, -0.5856)  -0.841
N (0.3670, 0.7240, -1.0858)  -0.311
C (-1.1837, -1.2993, -0.7421)  -0.997
C (-0.7911, 0.1263, -0.4023)  0.599
C (-0.5066, 0.4462, 1.0300)  -0.724
O (0.2408, -0.2599, 1.8134)  -0.586
H (2.4434, 0.9484, -1.2071)  0.370
H (1.7075, 0.9886, 0.3949)  0.338
H (2.0403, -0.5345, -0.2013)  0.277
H (0.2587, 0.5128, -2.0838)  0.300
H (-0.8033, -1.5498, -1.7637)  0.322
H (-0.7512, -1.9496, 0.0618)  0.269
H (-2.3005, -1.5615, -0.6446)  0.345
H (-2.0002, 0.2128, 1.6149)  0.233
H (-0.3868, 1.5518, 1.1222)  0.404

Cartesian forces (eV/Å) of the 6 atoms listed first:
1.00 1.34 3.04
-4.74 -2.46 -1.70
-1.84 -0.03 -0.86
5.51 -1.42 1.52
-1.68 0.64 2.79
-0.79 -0.15 -1.58

Values from the calculation:
E_HOMO   -7.75 eV
HOMO-LUMO gap   5.708 eV
DFT total energy   -7824.9398 eV

Formula: C3H15NO3
Source: the OMol25 dataset
Level of theory: the ωB97M-V functional and the def2-TZVPD basis

Each line ends with the Mulliken charge.
Positions of all 22 atoms, in Å:
C (-2.0534, 2.7375, 0.5150)  -1.025
C (-0.5278, 2.4603, 0.6875)  -0.338
N (0.0090, 1.3448, -0.0221)  -0.034
C (1.4552, 1.0729, 0.3088)  -0.923
H (-2.2892, 3.6839, 0.0236)  0.337
H (-2.4539, 2.8571, 1.5135)  0.305
H (-2.5295, 1.8566, 0.0752)  0.329
H (-0.3531, 2.3254, 1.7555)  0.428
H (-0.1171, 3.4569, 0.4291)  0.340
H (0.2150, 1.4238, -1.0331)  0.329
H (1.7434, 0.1821, -0.2477)  0.358
H (1.9815, 1.9195, -0.1311)  0.463
H (1.5730, 0.8471, 1.3609)  0.359
H (1.6688, -4.2508, -0.8609)  0.297
H (0.9948, -4.7019, 0.4733)  0.322
O (1.7876, -4.7358, -0.0485)  -0.619
H (0.8830, -1.0143, -1.3897)  0.296
H (0.6514, -1.3511, -2.8939)  0.325
O (0.7649, -0.6300, -2.2613)  -0.607
H (-1.7355, -1.1503, 1.9286)  0.350
H (-0.9445, -0.4437, 0.8975)  0.294
O (-1.5798, -1.1385, 0.9756)  -0.586

Cartesian forces (eV/Å) of the 6 atoms listed first:
-0.02 -0.44 0.17
-2.27 0.27 0.96
4.07 2.56 -0.89
-1.30 -1.85 0.45
0.19 -0.45 -0.43
-0.13 -0.13 0.24

Values from the calculation:
E_HOMO (alpha / beta)   -13.95 / -13.95 eV
⟨S²⟩   0.754
HOMO-LUMO gap (alpha / beta)   10.624 / 5.164 eV
Spin multiplicity   2
DFT total energy   -10976.8936 eV
Total charge   +1

Formula: C5H16NSi
Source: the OMol25 dataset
Level of theory: the ωB97M-V functional and the def2-TZVPD basis

Each line ends with the Mulliken charge.
Positions of all 23 atoms, in Å:
C (1.9657, 0.6577, -1.9682)  -1.384
C (0.7463, -0.2466, -1.8071)  -0.678
C (0.7620, -0.5009, -0.1835)  -0.475
N (0.0934, -1.8439, 0.2147)  -0.315
Si (-0.6270, 0.7894, 0.6568)  0.294
C (-0.0880, 1.1849, 2.4076)  -1.271
C (-2.3340, 0.0010, 0.4859)  -1.345
H (2.9028, 0.2398, -1.8536)  0.404
H (1.8308, 1.4552, -1.3497)  0.465
H (1.7413, 1.0704, -2.9325)  0.376
H (-0.1802, 0.1053, -2.0880)  0.518
H (0.8791, -1.1784, -2.2377)  0.452
H (1.6696, -0.6734, 0.3599)  0.511
H (0.8023, -2.4972, 0.4998)  0.347
H (-0.6589, -1.7646, 0.8989)  0.295
H (-0.3877, -2.1211, -0.6194)  0.343
H (-0.7053, 1.9733, -0.2036)  -0.077
H (-0.2016, 0.5173, 3.1297)  0.507
H (0.9195, 1.3778, 2.5092)  0.416
H (-0.6671, 2.0189, 2.8109)  0.335
H (-2.8766, -0.3353, 1.3134)  0.514
H (-3.0793, 0.6664, 0.0862)  0.390
H (-2.5072, -0.8960, -0.1300)  0.379

Cartesian forces (eV/Å) of the 6 atoms listed first:
-3.32 -0.45 -2.56
3.14 -0.93 5.20
-3.41 0.86 -0.08
-0.58 0.52 -0.67
1.06 -0.32 -0.05
-1.74 2.33 -2.66

Values from the calculation:
E_HOMO   -14.41 eV
HOMO-LUMO gap   11.078 eV
DFT total energy   -14804.2368 eV
Total charge   +1

Formula: C2H6AsCeNO3S5
Source: the OMol25 dataset
Level of theory: the ωB97M-V functional and the def2-TZVPD basis

Each line ends with the Mulliken charge.
Positions of all 19 atoms, in Å:
Ce (-0.5793, 1.5680, 0.0585)  0.706
S (1.5964, 1.9372, -1.5256)  -0.526
As (1.6427, 3.2186, 0.3124)  0.619
S (1.4209, 1.6980, 1.9284)  -0.534
S (-0.3162, 4.2592, 0.3008)  -0.547
S (3.2773, 4.4865, 0.4933)  -0.577
O (-1.7303, 0.1117, 1.0222)  -0.427
N (-2.4263, 0.0527, -0.0007)  1.145
O (-3.1535, -0.8784, -0.1908)  -0.597
O (-2.3803, 0.9940, -0.7942)  -0.490
C (-0.8204, -2.6618, -0.5296)  -0.934
S (0.1102, -1.2153, -1.1405)  0.030
C (1.4011, -1.1983, 0.1506)  -0.692
H (-0.2053, -3.5496, -0.6616)  0.335
H (-1.7267, -2.7494, -1.1197)  0.330
H (-1.0731, -2.5164, 0.5174)  0.295
H (0.9534, -0.9226, 1.1197)  0.186
H (2.1496, -0.4508, -0.1459)  0.307
H (1.8603, -2.1834, 0.2048)  0.371

Cartesian forces (eV/Å) of the 6 atoms listed first:
7.26 5.47 -0.51
0.26 0.24 -0.08
1.41 0.88 0.18
0.20 0.32 0.30
-0.05 0.20 0.02
-0.01 -0.08 -0.03

Values from the calculation:
E_HOMO (alpha / beta)   -4.64 / -4.65 eV
⟨S²⟩   0.751
HOMO-LUMO gap (alpha / beta)   6.665 / 6.681 eV
Spin multiplicity   2
DFT total energy   -137748.6345 eV
Total charge   -1